No. 1
An isolated molecule of C4H5ClN2, computed with wB97M-V/def2-TZVPD.

Geometry as XYZ:
```
12
Properties=species:S:1:pos:R:3:forces:R:3
C -0.147792 0.583991 -1.090155 -0.2668 0.4210 -1.1030
C -0.237361 -0.013310 0.057871 -2.1113 -0.6884 -2.4823
C -2.678469 -0.405146 -0.762573 2.4632 0.4337 1.1403
C 0.287567 -0.637150 1.242035 -0.0365 2.6153 0.5637
N -2.530210 0.371283 -1.705127 -0.5244 -0.7366 0.2466
N -1.320208 0.891074 -1.973620 0.0254 0.4849 -0.4392
Cl -3.869026 -1.460417 -0.279817 -0.5100 -0.0991 0.0433
H 0.793426 0.719674 -1.656130 -0.5515 0.4032 0.4839
H -0.279729 -1.432656 1.559271 -1.6673 -1.7692 0.7364
H 1.286463 -0.962675 1.358280 1.5076 -0.0846 -0.7760
H 0.166721 0.198779 1.937386 0.0700 -0.4159 0.7666
H -1.551712 1.739104 -2.524966 1.6017 -0.5642 0.8198
```
Positions in Å, forces in eV/Å.

## Properties
Spin multiplicity: 1
Kohn-Sham gap (alpha / beta) (Eh): 0.302 / 0.299



No. 2
An isolated molecule of C4H5ClN2O, computed with wB97M-V/def2-TZVPD.

Geometry as XYZ:
```
13
Properties=species:S:1:pos:R:3:forces:R:3
C 2.713587 -1.142766 -0.018292 1.3778 -0.2316 0.6204
C 3.219867 0.062300 0.100006 -1.8531 -0.1705 -0.2854
C 1.423795 -1.712315 0.289335 -1.1211 2.2661 -0.8938
C -0.884217 1.011433 0.098253 -2.8115 -0.0269 -1.6923
N 0.334261 -0.847796 0.171586 -2.4008 -1.9311 2.1537
N 0.276369 0.356145 -0.238319 3.0636 1.6117 -2.4229
O 1.272169 -2.870918 0.526811 -0.3566 -1.3985 0.6596
Cl 4.566776 0.885431 -0.264196 0.9516 0.2598 -0.0361
H 3.305830 -2.030098 -0.047056 1.3800 -0.3327 -0.5947
H -1.232258 0.632061 1.028950 -0.6286 0.2119 1.3912
H -0.670873 2.050202 0.070752 -0.1662 1.0182 0.3865
H -1.820020 0.858768 -0.626808 1.9158 0.0437 0.9413
H -0.499484 -1.030017 0.756427 0.6492 -1.3201 -0.2274
```
Positions in Å, forces in eV/Å.

## Properties
Spin multiplicity: 1
Kohn-Sham gap (alpha / beta) (Eh): 0.314 / 0.263



> What is the spin multiplicity in the second record?

1